No. 1
Formula: C22H44Cl4F12N3O10
Source: the OMol25 dataset
Level of theory: wB97M-V/def2-TZVPD

## Properties
- charge = +1
- Kohn-Sham gap (Ha) = 0.262
- E_tot (hartree) = -4820.1899
- ΔE to the lowest compared entry with this formula, charge and spin (kJ/mol) = 0.0
- HOMO energy (eV) = -10.0

```
95
Properties=species:S:1:pos:R:3:forces:R:3
N 3.26570 -2.81090 -1.51849 0.748 -1.271 -0.631
H 2.60260 -2.07535 -1.71688 -2.342 1.573 0.077
H 4.07768 -2.67536 -2.10366 0.565 -0.063 0.205
H 2.85629 -3.70525 -1.74788 -0.266 -0.153 -0.200
H 3.47082 -2.80280 -0.52957 0.585 0.313 0.538
N -1.82090 -4.02314 1.73606 -0.109 -1.285 -0.857
H -1.15855 -4.40518 1.07619 0.451 -0.332 0.041
H -2.69490 -4.50776 1.58989 -0.347 -0.307 0.411
H -1.95505 -3.08621 1.38354 -0.049 2.789 -0.659
H -1.46721 -4.06272 2.68128 -0.077 0.122 0.679
N -1.42019 -2.60498 -2.09681 0.680 -0.384 0.058
H -2.11062 -2.25309 -2.74457 -0.498 -0.576 -1.048
H -1.16346 -3.58164 -2.07856 -0.542 -0.133 -0.448
H -1.70114 -2.27013 -1.18629 -0.450 0.546 2.396
H -0.55859 -2.08910 -2.20452 1.710 0.825 -0.174
O 1.03858 -1.29489 -1.58976 -1.109 -0.320 0.396
C 0.53350 -0.45770 -0.56980 0.076 0.058 0.658
C -0.53069 -0.87261 0.60770 -0.167 -0.426 -1.227
O -1.79005 -1.48232 0.34557 1.146 -0.899 -0.137
H 0.17811 0.53167 -0.85781 -0.670 0.164 -1.263
H 1.40327 -0.09370 -0.02290 0.303 -0.187 0.927
H -0.75503 0.05493 1.13444 0.385 0.610 -0.022
H 0.08998 -1.43670 1.30388 0.178 -0.733 0.528
C 3.86809 4.46357 -0.05260 -0.880 -1.016 1.735
C 2.41413 4.43379 0.45754 0.172 0.143 -0.207
O 1.61920 4.25081 -0.70406 -1.629 -0.172 -2.084
C 0.29741 4.05518 -0.65458 0.915 0.612 5.134
O -0.36445 3.99678 0.39756 1.754 -0.061 -2.665
C -0.41672 3.95725 -1.94985 0.396 0.408 -0.295
F -1.35344 4.89161 -1.88220 -0.410 0.321 -0.978
F 0.34640 4.09887 -3.04950 -0.631 -0.022 0.569
F -0.98781 2.76984 -1.93740 -0.217 -0.803 -0.771
H 4.46198 4.31048 0.84848 0.367 0.596 0.098
H 4.16878 5.36440 -0.58757 -0.147 -0.397 -0.128
H 4.00174 3.49347 -0.53128 0.187 0.409 -0.877
H 2.07379 5.34515 0.94916 0.171 -0.043 0.164
H 2.19762 3.56388 1.07760 0.360 0.322 0.357
C -3.54735 1.79544 -2.04449 -0.542 0.571 -0.994
C -3.37344 0.34299 -2.43538 1.777 0.005 1.541
O -4.14223 0.05185 -3.56163 -0.791 -3.068 -3.755
C -3.86701 -1.10087 -4.34412 2.968 0.457 2.919
O -3.05806 -2.00937 -4.02056 -3.518 3.087 -1.304
C -4.54026 -1.12177 -5.75165 -0.188 1.552 0.757
F -5.36264 -2.14671 -5.75836 -0.788 -0.243 -0.179
F -5.21534 0.06391 -5.90603 0.716 -1.678 -0.361
F -3.66419 -1.30580 -6.74102 -0.280 0.522 0.628
H -4.59675 2.08981 -2.02984 0.020 -0.131 0.213
H -3.06622 2.37587 -2.83171 -0.251 0.109 -0.102
H -3.05631 2.12857 -1.13016 -0.190 -0.656 0.091
H -3.54754 -0.35130 -1.61333 -0.298 -0.099 0.021
H -2.32404 0.24569 -2.71360 0.213 -0.365 0.012
C 2.56027 1.05857 2.21230 0.792 -1.218 0.613
C 3.82096 0.45506 1.52662 -1.634 -0.066 -0.747
O 4.61056 -0.48602 2.35900 0.330 -1.591 -1.266
C 4.88893 -1.76356 1.91945 -2.100 0.185 -2.644
O 4.53133 -2.33036 0.85046 1.098 2.439 3.553
C 5.72532 -2.59368 2.93493 -0.185 -0.128 -0.322
F 5.35762 -2.25775 4.17885 0.670 -0.449 -0.541
F 5.54954 -3.91971 2.73349 -0.264 1.111 0.375
F 7.01850 -2.35119 2.68958 -0.280 0.234 0.592
H 2.06003 1.68979 1.47785 0.086 -0.043 0.159
H 2.75379 1.57486 3.15256 0.334 0.401 -0.270
H 1.86676 0.27160 2.50864 -0.084 -0.192 -0.298
H 4.36137 1.27648 1.05617 1.119 -0.198 0.865
H 3.44129 -0.04489 0.63555 0.087 -0.655 0.207
C -1.06228 0.56426 4.15092 0.331 -0.136 0.263
C -0.52793 -0.37265 5.25035 -1.636 1.090 -1.329
O 0.42456 -1.27075 4.64318 0.175 -2.881 -0.623
C 0.03028 -2.54097 4.20198 0.699 3.251 1.218
O -1.07074 -2.97767 4.31727 -0.445 -0.615 -0.438
C 1.21837 -3.38532 3.61323 -0.584 0.769 0.824
F 0.99836 -3.81950 2.37581 -0.242 0.838 -1.320
F 2.33328 -2.71196 3.72161 0.854 0.498 -0.671
F 1.34132 -4.49144 4.28145 -0.002 -1.349 1.719
H -1.63140 0.04495 3.37988 0.040 -0.175 0.040
H -0.22481 1.07972 3.68076 -0.028 0.063 -0.082
H -1.70988 1.30983 4.61227 -0.039 0.031 0.033
H -1.41283 -0.84733 5.67431 0.490 -0.613 0.212
H -0.07069 0.28993 5.98521 0.611 -0.771 0.091
Cl -1.23717 1.84026 -5.25231 -0.692 -0.090 -0.316
C 0.02114 1.01554 -4.30800 0.925 -0.092 -1.126
C 0.62598 -0.19461 -5.10087 0.173 1.013 0.858
Cl -0.61155 -1.35952 -5.54781 0.023 -0.305 -0.181
H -0.40214 0.85027 -3.31723 0.478 -0.465 -0.191
H 0.76822 1.80921 -4.31571 0.332 -0.379 0.683
H 1.40082 -0.71983 -4.54243 -0.356 0.094 0.539
H 1.16775 0.15799 -5.97852 -0.568 0.164 -0.242
Cl -5.33099 2.04373 0.88043 0.411 -0.462 0.525
C -3.78703 1.51752 1.67838 0.027 0.216 -0.956
C -3.04693 2.73047 2.25909 -0.865 -1.832 -0.024
Cl -3.85891 3.32323 3.71909 -0.071 0.215 0.228
H -3.17209 1.05391 0.90700 0.123 0.421 -0.445
H -3.93098 0.63721 2.30483 -0.533 0.613 0.676
H -3.02856 3.52555 1.51370 0.543 -0.126 0.260
H -2.11461 2.27019 2.58622 0.397 0.898 -0.287
```
Forces are in eV/Å.

---

No. 2
Formula: C22H44Cu3O21S4
Source: the OMol25 dataset
Level of theory: wB97M-V/def2-TZVPD

## Properties
- charge = 0
- Kohn-Sham gap (alpha / beta) (Ha) = 0.184 / 0.178
- E_tot (hartree) = -8958.0367
- ΔE to the lowest compared entry with this formula, charge and spin (kJ/mol) = 1887.8
- HOMO energy (alpha / beta) (eV) = -8.7 / -8.5
- 2S+1 = 4

```
94
Properties=species:S:1:pos:R:3:forces:R:3
Cu -6.83222 14.20409 10.32527 0.419 0.401 0.173
Cu -1.57598 18.95281 13.89860 -0.314 -0.225 0.072
Cu -5.59925 16.53546 19.81370 0.473 0.334 -0.609
S -2.26735 19.45048 19.38127 1.171 1.187 -1.657
O -1.70730 19.59023 18.02427 -0.295 0.013 -0.249
O -2.28145 18.02310 19.66188 -0.788 -3.236 0.292
O -1.49701 20.11254 20.36062 0.722 1.502 1.377
O -3.69420 19.78531 19.36553 -1.254 0.103 0.072
S -3.06981 16.46450 9.12933 7.129 3.031 -1.161
O -2.35230 17.35142 10.06255 -0.416 0.236 -1.107
O -3.28196 15.25939 9.84333 -1.188 -6.057 3.268
O -4.42604 16.75435 8.93481 -6.356 2.014 -0.729
O -2.42133 16.18405 7.86520 0.416 0.595 0.104
S -6.23735 16.25882 15.42736 0.510 0.244 -5.329
O -5.55961 15.25967 16.21860 1.978 -2.935 2.880
O -7.05600 16.79745 16.46508 -2.586 1.256 2.848
O -5.29670 17.22321 14.94087 0.872 1.116 -0.406
O -6.92151 15.57120 14.33935 -0.586 0.290 0.217
C 2.81723 14.42342 16.38394 1.791 1.748 0.142
C 1.89030 13.47847 15.81998 -0.288 -2.194 -0.295
C 0.65070 14.26426 15.47538 1.521 1.144 -0.433
O 1.25145 15.51703 14.93396 -1.117 -0.300 0.723
C 2.60787 15.61106 15.39677 0.089 -0.778 0.210
H 3.81781 14.02081 16.22635 0.261 0.262 0.442
H 2.66243 14.56145 17.45403 -0.022 0.837 -0.070
H 1.80780 12.60565 16.46764 -0.604 -0.098 -0.109
H 2.52138 13.18607 14.98073 -1.220 -0.677 -0.944
H 0.12084 14.61087 16.36263 -0.447 -0.621 -0.010
H 0.06130 13.75043 14.71597 -0.290 0.519 0.096
H 2.94783 16.53497 15.86466 -0.780 0.420 -0.176
H 3.11327 15.48550 14.43921 1.035 -0.157 0.404
C -5.29160 24.74838 13.08415 -0.167 0.541 -0.260
C -5.55596 24.11704 11.74036 -1.429 0.959 -1.265
C -4.31497 23.40975 11.36102 0.182 -0.009 1.480
O -4.02617 22.83616 12.68774 1.597 -1.412 -2.147
C -4.23324 23.80244 13.64749 -0.262 1.181 1.320
H -6.20791 24.93663 13.64364 0.103 -0.436 0.217
H -4.90377 25.74272 12.86281 0.385 0.041 0.420
H -5.65079 24.93835 11.03004 -1.042 -0.204 -0.293
H -6.40450 23.43676 11.81316 -0.087 0.127 -0.453
H -3.61662 24.16464 10.99972 0.780 0.057 0.593
H -4.35171 22.70690 10.52870 -0.286 -0.637 0.697
H -3.36564 24.42061 13.87823 0.597 -0.199 -0.202
H -4.47904 23.30571 14.58607 -0.312 -0.080 -0.076
C -3.39977 9.66933 21.37129 -0.001 2.058 -2.079
C -2.22136 10.48856 21.81451 0.518 -0.732 3.070
C -2.80281 11.79132 22.36157 -0.088 0.026 -2.905
O -3.87789 12.10190 21.35744 0.353 -1.514 0.424
C -4.17249 10.86818 20.63142 0.222 -1.610 1.324
H -4.00919 9.17792 22.12972 0.307 0.104 0.014
H -2.92837 9.00325 20.64864 -0.936 -0.587 -0.040
H -1.40435 10.49329 21.09300 -0.381 0.697 -0.243
H -1.81081 9.96288 22.67660 0.525 -0.022 0.176
H -2.08786 12.60535 22.24203 -0.150 0.110 0.564
H -3.19267 11.66405 23.37148 -0.152 0.205 -0.131
H -3.82493 10.85924 19.59835 -0.038 0.630 -0.021
H -5.22560 10.59076 20.67737 -0.215 0.708 -0.169
C -5.96593 7.96420 12.50089 1.777 -0.431 -0.095
C -7.35140 7.70253 12.16681 -3.796 -0.509 0.264
C -8.03148 9.02342 12.59977 1.151 -1.815 0.304
O -7.14396 9.90486 11.91282 -0.131 1.562 -0.148
C -5.80050 9.41531 12.08278 0.247 -0.563 -0.084
H -5.37912 7.31468 11.85138 0.652 -0.001 0.538
H -5.72410 7.85018 13.55759 -0.102 -0.410 -0.064
H -7.82820 6.80060 12.55058 0.279 -0.039 0.699
H -7.56950 7.58152 11.10572 0.504 0.329 -0.307
H -7.95417 9.11511 13.68315 0.392 0.270 0.304
H -9.11165 9.05871 12.45802 0.236 0.715 -1.161
H -5.18503 9.99769 12.76844 -0.491 0.236 0.378
H -5.18937 9.35824 11.18202 -0.705 0.757 -0.681
C -12.39559 17.28799 8.44110 -0.967 1.415 -0.654
C -11.76958 18.44041 9.23872 -0.312 -0.142 -1.455
C -11.00259 17.58294 10.18153 0.565 1.010 0.680
O -10.63997 16.41133 9.45568 0.997 -1.063 1.554
C -11.15371 16.49346 8.17417 -1.215 -0.236 -1.066
H -12.95538 17.71222 7.60757 0.073 -0.420 -0.287
H -13.06447 16.69370 9.06362 -0.102 -0.065 -0.046
H -12.48589 19.13052 9.68453 0.210 -0.069 0.072
H -11.16427 18.91982 8.46940 0.202 0.615 0.394
H -11.75598 17.48001 10.96250 0.459 -1.163 0.602
H -10.07525 17.98977 10.58480 -0.162 0.182 0.165
H -11.43023 15.52918 7.74780 0.398 -0.337 0.308
H -10.43928 16.97320 7.50519 -0.042 0.208 -0.256
C -10.38460 22.89704 17.72829 0.300 -0.436 -1.660
C -10.68376 22.54197 16.26081 -0.200 1.269 -0.294
O -11.13071 23.81799 15.72219 -0.954 0.896 -0.541
S -12.16966 24.50652 16.80157 -0.730 -1.621 0.900
O -13.40215 23.67437 16.95164 3.006 2.584 -0.970
O -12.20638 25.97268 16.69687 0.271 -3.829 0.051
O -11.19292 24.01753 18.01962 -1.573 0.953 0.890
H -9.39226 23.31293 17.90263 0.237 -0.772 -0.196
H -10.55910 21.91244 18.16212 -0.328 0.627 1.464
H -11.50670 21.85131 16.07681 0.056 -0.172 0.574
H -9.79966 22.16651 15.74554 -0.066 0.490 -0.224
```
Forces are in eV/Å.

---

Question: Number 2 is which compound?
Answer: C22H44Cu3O21S4

---

Question: Which formula does entry 2 have?
Answer: C22H44Cu3O21S4